(1)
The following is a quantum chemistry calculation of 10 unconnected molecules or ions with the total composition C4H24NO11S in a non-equilibrium geometry, from OMol25.

Bonds (Å) are listed after each position.
Element x y z (Å)
1 O -4.160 0.686 0.482  C2 1.226
2 C -3.167 0.096 0.891  O1 1.226, N3 1.384, C6 1.488
3 N -2.230 -0.251 -0.067  C2 1.384, C4 1.477, H9 1.003
4 C -1.391 -1.464 -0.150  N3 1.477, O5 1.336, S8 1.945, H10 1.100
5 O -0.316 -1.210 -0.902  C4 1.336
6 C -2.932 -0.200 2.330  C2 1.488, C7 1.512, H11 1.088, H12 1.091
7 C -1.493 -0.585 2.591  C6 1.512, S8 1.784, H13 1.089, H14 1.099
8 S -0.979 -2.023 1.667  C4 1.945, C7 1.784
9 H -2.384 0.007 -1.024  N3 1.003
10 H -1.768 -2.427 -0.525  C4 1.100
11 H -3.172 0.687 2.913  C6 1.088
12 H -3.578 -1.048 2.562  C6 1.091
13 H -0.734 0.195 2.555  C7 1.089
14 H -1.387 -0.915 3.634  C7 1.099
15 H 3.090 0.831 1.646  O17 0.963
16 H 2.092 1.992 1.559  O17 0.964
17 O 2.649 1.503 2.175  H15 0.963, H16 0.964
18 H 1.602 -3.709 -1.014  O20 0.971
19 H 2.309 -3.510 0.316  O20 0.964
20 O 1.956 -4.201 -0.256  H18 0.971, H19 0.964
21 H -0.180 2.403 -1.970  O23 0.986
22 H -1.565 1.886 -1.696  O23 0.967
23 O -1.034 2.684 -1.565  H21 0.986, H22 0.967
24 H -2.225 3.859 0.691  O26 0.973
25 H -1.995 2.706 -0.001  O26 0.982
26 O -2.288 2.914 0.912  H24 0.973, H25 0.982
27 H 0.520 0.318 -2.724  O29 0.968
28 H 1.359 1.171 -1.818  O29 0.973
29 O 0.931 1.193 -2.691  H27 0.968, H28 0.973
30 H 0.646 -2.015 -2.170  O32 0.992
31 H 1.845 -1.739 -3.150  O32 0.970
32 O 1.609 -2.196 -2.327  H30 0.992, H31 0.970
33 H 0.140 1.559 0.196  O35 0.969
34 H 0.603 0.149 -0.057  O35 0.976
35 O 0.949 1.060 0.009  H33 0.969, H34 0.976
36 H 1.954 -1.508 -0.352  O38 0.969
37 H 1.672 -1.159 1.124  O38 0.967
38 O 2.386 -1.259 0.480  H36 0.969, H37 0.967
39 H 3.043 0.905 -0.891  O41 0.979
40 H 3.886 1.123 -2.130  O41 0.965
41 O 3.739 1.492 -1.251  H39 0.979, H40 0.965

The energy above the lowest of the compared OMol25 structures with the same formula, charge and spin comes out at 23.7 kcal/mol. Its electronic energy is -39388.44036 eV. Its spin multiplicity is 1. The calculation puts the gap between HOMO and LUMO at 8.3790 eV. The HOMO energy comes out at -5.66 eV. Its net charge is -1.

---

(2)
The following is a quantum chemistry calculation of a single C2H6N2OS molecule in a non-equilibrium geometry, from OMol25.

Bonds (Å) are listed after each position.
Element x y z (Å)
1 C -0.409 1.114 0.070  C2 1.724, S6 1.762, H7 1.161, H8 1.133
2 C 0.887 0.045 -0.317  C1 1.724, N3 1.303, O5 1.422, H9 1.116
3 N 0.637 -1.228 -0.438  C2 1.303, H10 1.006
4 N -1.773 -1.001 0.520  S6 1.553, H11 1.022
5 O 2.011 0.242 0.532  C2 1.422, H12 0.952
6 S -1.919 0.296 -0.322  C1 1.762, N4 1.553
7 H -0.174 1.395 1.171  C1 1.161
8 H -0.242 2.068 -0.519  C1 1.133
9 H 1.293 0.716 -1.111  C2 1.116
10 H -0.030 -1.612 -1.086  N3 1.006
11 H -2.591 -1.596 0.375  N4 1.022
12 H 2.309 -0.440 1.125  O5 0.952

The energy above the lowest of the compared OMol25 structures with the same formula, charge and spin comes out at 117.3 kcal/mol. Its electronic energy is -18029.71829 eV. Its spin multiplicity is 1. The calculation puts the gap between HOMO and LUMO (alpha / beta) at 7.6173 / 8.3433 eV. The HOMO energy (alpha / beta) comes out at -8.28 / -8.87 eV.

---

(3)
The following is a quantum chemistry calculation of 2 unconnected molecules or ions with the total composition C3H7Br2N3O2 in a non-equilibrium geometry, from OMol25.

Bonds (Å) are listed after each position.
Element x y z (Å)
1 O 1.920 1.579 2.751  N2 1.188
2 N 1.392 1.442 1.695  O1 1.188, O3 1.378, N4 1.273
3 O 0.939 0.188 1.350  N2 1.378, H6 0.996
4 N 1.289 2.260 0.725  N2 1.273, Br5 1.773
5 Br 1.685 3.958 1.043  N4 1.773
6 H 0.191 0.369 0.719  O3 0.996
7 C -0.656 1.127 -0.853  C8 1.308, H12 1.137, H13 1.005
8 C -1.073 -0.057 -0.487  C7 1.308, N9 1.383, H14 1.048
9 N -0.562 -1.219 -1.035  C8 1.383, C10 1.510, Br11 1.916
10 C -0.815 -2.566 -0.401  N9 1.510, H15 1.043, H16 1.079, H17 1.098
11 Br 0.961 -1.205 -2.196  N9 1.916
12 H 0.232 1.023 -1.556  C7 1.137
13 H -1.027 2.059 -0.797  C7 1.005
14 H -2.025 -0.327 -0.142  C8 1.048
15 H -0.564 -2.436 0.603  C10 1.043
16 H -1.805 -2.879 -0.697  C10 1.079
17 H -0.081 -3.316 -0.723  C10 1.098

The energy above the lowest of the compared OMol25 structures with the same formula, charge and spin comes out at 65.1 kcal/mol. Its electronic energy is -151867.22451 eV. Its spin multiplicity is 1. The SMILES is [O-]/[N+](O)=N\Br.C=CN(C)Br. The calculation puts the gap between HOMO and LUMO at 8.6121 eV. The HOMO energy comes out at -8.63 eV.

---

- energy above the lowest of the compared OMol25 structures with the same formula, charge and spin of number 2 (C2H6N2OS)?
  117.3 kcal/mol

---

- Number 2 is which compound?
  C2H6N2OS

---

- What is the spin multiplicity in the third record?
  1